Below is C34H34N3PY as an isolated structure, with properties calculated with ωB97M-V/def2-TZVPD.

The value obtained for the HOMO energy is -9.82 eV. The calculation puts the LUMO energy at -2.58 eV. The relative energy (zero: lowest compared OMol25 entry of this formula, charge and spin) is 0.00 kcal per mole.

```
! RIJCOSX wB97M-V def2-TZVPD def2/J DEFGRID3
* xyz 1 1
Y 0.44 0.38 0.05
C 0.28 -0.59 3.28
N 0.89 0.50 2.49
C 0.26 1.80 2.86
C 2.34 0.62 2.73
C 2.82 0.75 4.02
C 4.16 1.04 4.25
C 4.99 1.24 3.16
C 4.51 1.11 1.86
C 3.18 0.75 1.62
N 2.59 0.59 0.36
C 3.34 0.39 -0.81
C 4.57 -0.26 -0.87
C 5.22 -0.45 -2.08
C 4.65 -0.01 -3.27
C 3.40 0.60 -3.24
C 2.75 0.78 -2.03
N 1.42 1.38 -1.95
C 1.50 2.83 -1.67
C 0.56 1.13 -3.12
H 0.35 -0.39 4.35
H 0.78 -1.53 3.05
H -0.78 -0.67 3.02
H 0.46 2.03 3.91
H -0.81 1.76 2.69
H 0.69 2.59 2.25
H 2.14 0.65 4.86
H 4.53 1.13 5.26
H 6.03 1.51 3.31
H 5.18 1.29 1.04
H 5.02 -0.63 0.04
H 6.17 -0.95 -2.10
H 5.16 -0.14 -4.21
H 2.94 0.93 -4.16
H 2.00 3.35 -2.49
H 2.07 2.99 -0.76
H 0.49 3.23 -1.55
H 0.88 1.71 -3.99
H -0.46 1.44 -2.87
H 0.58 0.07 -3.37
C -5.25 -3.94 1.77
C -4.79 -4.07 0.47
C -3.80 -3.21 0.00
C -3.27 -2.23 0.83
C -3.74 -2.12 2.14
C -4.73 -2.96 2.61
P -1.98 -1.13 0.26
C -1.63 -1.49 -1.48
C -2.40 -0.99 -2.54
C -2.06 -1.31 -3.85
C -0.95 -2.12 -4.11
C -0.17 -2.59 -3.08
C -0.51 -2.28 -1.76
C -2.58 0.60 0.23
C -3.94 0.90 0.32
C -4.35 2.22 0.27
C -3.40 3.23 0.11
C -2.06 2.91 0.02
C -1.58 1.60 0.09
H -6.03 -4.61 2.14
H -5.19 -4.83 -0.17
H -3.45 -3.32 -1.02
H -3.33 -1.36 2.81
H -5.09 -2.87 3.62
H -3.25 -0.36 -2.34
H -2.66 -0.94 -4.66
H -0.70 -2.36 -5.14
H 0.70 -3.21 -3.28
H 0.07 -2.69 -0.94
H -4.67 0.11 0.44
H -5.40 2.47 0.34
H -3.73 4.26 0.06
H -1.36 3.74 -0.08
*
```

***

Below is C34H27N8S2SbZn as an isolated structure, with properties calculated with ωB97M-V/def2-TZVPD.

The value obtained for the HOMO energy is -6.80 eV. The calculation puts the LUMO energy at -0.39 eV. The relative energy (zero: lowest compared OMol25 entry of this formula, charge and spin) is 0.00 kcal per mole.

```
! RIJCOSX wB97M-V def2-TZVPD def2/J DEFGRID3
* xyz 0 1
Zn -0.06 0.65 -0.05
C -1.64 2.29 2.38
C -2.57 1.31 1.75
C -3.94 1.35 2.02
C -4.80 0.50 1.36
C -4.28 -0.38 0.43
C -2.91 -0.39 0.21
N -2.07 0.43 0.86
Sb -2.19 -1.81 -1.26
C -1.09 -0.55 -2.65
C -1.55 -0.49 -3.95
C -0.78 0.16 -4.90
C 0.42 0.71 -4.51
C 0.82 0.64 -3.18
C 2.09 1.28 -2.73
N 0.06 0.01 -2.27
C -0.42 -2.43 -0.18
C -0.34 -3.78 0.16
C 0.85 -4.26 0.69
C 1.91 -3.39 0.83
C 1.76 -2.05 0.47
C 2.93 -1.12 0.57
N 0.60 -1.59 -0.01
H -2.14 2.85 3.16
H -1.31 2.99 1.61
H -0.76 1.80 2.78
H -4.31 2.06 2.74
H -5.87 0.54 1.55
H -4.91 -1.07 -0.12
H -2.50 -0.95 -4.21
H -1.11 0.22 -5.93
H 1.06 1.21 -5.22
H 2.82 1.30 -3.54
H 2.50 0.78 -1.86
H 1.89 2.32 -2.44
H -1.19 -4.42 0.01
H 0.95 -5.31 0.95
H 2.86 -3.74 1.20
H 3.77 -1.60 1.06
H 2.66 -0.22 1.12
H 3.23 -0.81 -0.43
S 1.66 2.08 0.66
C 0.97 3.62 0.19
C 1.68 4.75 0.67
N 2.27 5.65 1.09
C -0.17 3.80 -0.54
S -1.20 2.56 -1.19
C -0.62 5.13 -0.80
N -1.03 6.19 -1.04
N 1.97 -1.83 7.29
C 2.16 -2.77 8.28
C 2.70 -2.70 9.55
C 2.75 -3.88 10.27
C 2.26 -5.08 9.74
C 1.71 -5.15 8.48
C 1.65 -3.97 7.74
N 1.15 -3.73 6.47
C 1.36 -2.47 6.24
C 0.99 -1.77 5.01
C -0.04 -2.25 4.20
C -0.37 -1.55 3.06
N 0.24 -0.43 2.68
C 1.22 0.03 3.45
C 1.63 -0.59 4.62
H 2.17 -0.85 7.35
H 3.08 -1.77 9.96
H 3.16 -3.87 11.27
H 2.33 -5.98 10.34
H 1.34 -6.07 8.07
H -0.55 -3.16 4.48
H -1.19 -1.88 2.43
H 1.70 0.94 3.11
H 2.45 -0.17 5.19
*
```

***

Below is a 2-piece molecular cluster, C3H12N4O overall in a non-equilibrium geometry, with properties calculated with ωB97M-V/def2-TZVPD.

The value obtained for the HOMO energy is -8.12 eV. The calculation puts the LUMO energy at 0.88 eV. The relative energy (zero: lowest compared OMol25 entry of this formula, charge and spin) is 112.44 kcal per mole.

```
! RIJCOSX wB97M-V def2-TZVPD def2/J DEFGRID3
* xyz 0 1
C 0.00 0.97 -0.57
C 1.11 -0.72 1.18
C -0.08 -0.96 2.06
N 0.29 -0.48 -0.93
N 0.80 1.23 0.54
N -1.37 1.18 -0.26
N -0.51 -1.24 -1.82
O 0.37 1.66 -1.76
H -0.23 2.40 -1.89
H 1.26 -0.53 -1.25
H 1.67 1.65 0.24
H -1.68 0.78 0.61
H -2.08 1.10 -0.98
H -0.35 -0.93 -2.78
H -1.49 -1.15 -1.60
H 1.47 -1.61 0.68
H 1.96 -0.28 1.69
H -0.36 -0.05 2.59
H 0.17 -1.74 2.79
H -0.95 -1.29 1.48
*
```

***

Below is a 2-piece molecular cluster, C18H30F5N3O6PS2 overall in a non-equilibrium geometry, with properties calculated with ωB97M-V/def2-TZVPD.

The value obtained for the HOMO energy is -2.67 eV. The calculation puts the LUMO energy at 0.68 eV.

```
! RIJCOSX wB97M-V def2-TZVPD def2/J DEFGRID3
* xyz -1 1
C 1.75 4.72 0.80
C 0.48 4.07 1.58
O 0.05 2.76 1.40
P -0.15 1.99 -0.11
C -1.47 0.92 0.87
C -1.09 -0.65 1.02
C -2.47 -1.49 1.41
C -2.23 -3.09 1.64
C -1.04 -3.76 0.73
C -1.31 -3.74 -0.88
C -0.16 -4.54 -1.77
S 1.47 -4.78 -0.88
C 2.79 -3.84 -1.82
N 4.24 -4.21 -2.06
N 5.01 -3.31 -2.77
C 4.03 -2.18 -3.12
O 2.72 -2.53 -2.53
C -0.97 3.46 -1.00
O -2.46 3.47 -0.81
C -2.90 4.35 0.25
F -4.41 4.44 0.10
F -2.45 5.78 0.15
F -2.73 3.80 1.65
C 1.73 1.54 0.00
S 2.15 -0.28 -0.01
C 3.33 -0.74 1.37
C 2.61 -1.75 2.49
N -0.25 1.01 -1.53
C 0.70 1.24 -2.67
O 1.28 2.36 -3.08
F 1.08 0.01 -3.46
C -1.56 0.69 -2.15
O -1.99 1.32 -3.28
F -2.51 -0.42 -1.76
H 2.79 4.36 1.19
H 1.69 5.91 0.75
H 1.68 4.37 -0.34
H -0.42 4.84 1.38
H 0.72 4.24 2.74
H -1.60 1.32 1.99
H -2.56 1.06 0.40
H -0.33 -0.81 1.93
H -0.63 -1.09 0.03
H -3.32 -1.30 0.60
H -2.90 -1.01 2.41
H -3.24 -3.63 1.39
H -1.99 -3.28 2.80
H -0.93 -4.90 1.05
H -0.03 -3.24 1.06
H -1.36 -2.65 -1.30
H -2.37 -4.23 -1.13
H 0.06 -3.85 -2.72
H -0.61 -5.55 -2.15
H 4.34 -1.24 -3.76
H -0.92 3.40 -2.20
H -0.48 4.52 -0.85
H 2.40 2.20 -0.74
H 2.12 1.90 1.07
H 3.86 0.18 1.90
H 4.18 -1.41 0.86
H 3.42 -2.27 3.20
H 2.05 -2.62 1.93
H 1.83 -1.12 3.09
O -5.20 -0.73 2.05
H -5.48 0.05 1.60
*
```

***

Below is a 2-piece molecular cluster, C32H37BFNO2S overall in a non-equilibrium geometry, with properties calculated with ωB97M-V/def2-TZVPD.

The value obtained for the HOMO energy is -6.88 eV. The calculation puts the LUMO energy at 0.58 eV. The relative energy (zero: lowest compared OMol25 entry of this formula, charge and spin) is 0.00 kcal per mole. As for the SMILES: CC1(C)OB([C@H](c2ccccc2)c2ccc(F)cc2)OC1(C)C.Cc1ccc(-c2ccc(N(C)C)cc2)s1.

```
! RIJCOSX wB97M-V def2-TZVPD def2/J DEFGRID3
* xyz 0 1
C -1.59 -5.80 1.27
C -0.77 -4.57 1.33
C 0.58 -4.45 0.99
C 1.11 -3.16 1.27
C 0.20 -2.29 1.87
B -0.42 0.36 -2.33
C 0.46 -0.98 2.38
C -0.60 -0.21 2.91
C -0.33 0.86 3.74
C 1.01 1.15 4.10
N 1.28 1.90 5.20
C 2.63 2.01 5.70
C 0.21 2.31 6.10
C 2.06 0.55 3.37
C 1.79 -0.49 2.51
O 0.32 -0.22 -3.32
C -0.35 -1.49 -3.58
C -0.16 -1.76 -5.05
C 0.32 -2.58 -2.75
C -1.85 -1.18 -3.13
C -2.70 -0.53 -4.24
C -2.60 -2.34 -2.51
O -1.70 -0.16 -2.14
S -1.37 -3.08 1.94
H -0.95 -6.69 1.22
H -2.22 -5.88 2.17
H -2.24 -5.79 0.39
H 1.17 -5.27 0.61
H 2.14 -2.87 1.09
H -1.64 -0.50 2.72
H -1.16 1.40 4.21
H 3.07 1.02 5.91
H 3.27 2.52 4.97
H 2.61 2.59 6.63
H -0.51 2.95 5.56
H -0.33 1.45 6.51
H 0.67 2.87 6.92
H 3.10 0.85 3.55
H 2.61 -1.00 1.99
H -0.67 -2.68 -5.34
H -0.53 -0.93 -5.66
H 0.92 -1.89 -5.25
H -0.10 -3.57 -2.99
H 1.38 -2.62 -3.01
H 0.23 -2.41 -1.67
H -2.97 -1.26 -5.01
H -3.63 -0.14 -3.79
H -2.17 0.31 -4.71
H -2.69 -3.16 -3.23
H -2.12 -2.70 -1.60
H -3.62 -2.03 -2.25
F 5.22 3.40 -0.80
C 3.98 2.79 -0.82
C 3.20 2.81 0.33
C 1.93 2.22 0.28
C 1.47 1.56 -0.87
C 0.06 1.01 -0.90
C -0.98 2.13 -0.98
C -2.22 2.10 -0.32
C -3.25 2.96 -0.71
C -3.03 3.90 -1.74
C -1.76 4.02 -2.31
C -0.74 3.15 -1.92
C 2.31 1.55 -1.99
C 3.57 2.16 -1.99
H 3.57 3.28 1.24
H 1.26 2.30 1.14
H -0.12 0.31 -0.07
H -2.37 1.35 0.46
H -4.23 2.88 -0.26
H -3.86 4.50 -2.12
H -1.56 4.77 -3.08
H 0.24 3.22 -2.38
H 1.97 1.07 -2.91
H 4.21 2.13 -2.87
*
```

***

Below is a 2-piece molecular cluster, C14H16 overall in a non-equilibrium geometry, with properties calculated with ωB97M-V/def2-TZVPD.

The value obtained for the HOMO energy (alpha / beta) is -11.66 / -11.61 eV. The calculation puts the LUMO energy (alpha / beta) at -4.28 / -8.19 eV. The relative energy (zero: lowest compared OMol25 entry of this formula, charge and spin) is 6.24 kcal per mole.

```
! RIJCOSX wB97M-V def2-TZVPD def2/J DEFGRID3
* xyz 1 2
C 1.41 -2.85 2.05
C 2.39 0.60 0.95
C 1.89 -0.41 1.71
C 2.93 0.36 -0.32
C 1.95 -1.76 1.20
C 3.08 -0.98 -0.78
C 2.58 -2.01 -0.04
H 2.35 1.64 1.28
H 1.59 -0.28 2.74
H 3.24 1.19 -0.94
H 3.52 -1.22 -1.73
H 2.04 -3.73 1.92
H 0.42 -3.14 1.69
H 2.57 -3.04 -0.42
H 1.42 -2.54 3.09
C -4.16 0.66 0.14
C -1.74 0.22 -0.44
C -2.82 1.11 -0.41
C -0.53 0.55 -1.01
C -2.66 2.32 -1.09
C -0.44 1.69 -1.80
C -1.50 2.58 -1.80
H -1.86 -0.75 0.06
H 0.27 -0.14 -0.80
H -4.89 0.77 -0.67
H -4.47 1.24 1.00
H -3.48 3.01 -1.14
H 0.42 1.85 -2.44
H -1.45 3.48 -2.38
H -4.10 -0.40 0.37
*
```